1.
{
  "formula": "C27H25Cl3N5O4PSSeTi",
  "method": "ωB97M-V/def2-TZVPD",
  "s2": 0.759,
  "charge": -1,
  "spin_multiplicity": 2,
  "homo_energy_ha": [-0.154, -0.165],
  "total_energy_ev": -190202.80182,
  "elements": ["Ti", "N", "P", "C", "C", "C", "C", "C", "C", "C", "C", "C", "C", "C", "C", "C", "C", "C", "C", "C", "N", "H", "H", "H", "H", "H", "H", "H", "H", "H", "H", "H", "H", "H", "H", "H", "Cl", "C", "C", "C", "Cl", "C", "O", "C", "Cl", "C", "H", "H", "C", "N", "C", "C", "N", "C", "S", "H", "H", "H", "H", "H", "H", "H", "H", "O", "N", "O", "O", "Se"],
  "coordinates": [[1.3593, 0.9538, -0.7225], [2.3038, -2.2117, -0.8066], [0.8412, -1.5400, -0.1848], [0.9023, -2.1414, 1.5371], [0.9571, -1.1688, 2.5292], [1.0902, -1.5361, 3.8616], [1.1701, -2.8761, 4.2069], [1.1154, -3.8540, 3.2198], [0.9819, -3.4874, 1.8903], [-0.3292, -2.6855, -0.9996], [-0.1759, -2.9182, -2.3670], [-1.0523, -3.7585, -3.0368], [-2.0895, -4.3736, -2.3494], [-2.2456, -4.1459, -0.9904], [-1.3712, -3.3056, -0.3164], [3.3961, -1.4923, -1.2158], [4.5483, -2.1611, -1.6582], [5.6266, -1.4213, -2.0777], [5.5544, -0.0311, -2.0560], [4.3859, 0.5440, -1.6107], [3.3258, -0.1602, -1.1945], [2.4015, -3.2140, -0.8505], [0.8786, -0.1226, 2.2598], [1.1280, -0.7707, 4.6265], [1.2710, -3.1634, 5.2464], [1.1719, -4.9016, 3.4892], [0.9242, -4.2546, 1.1255], [0.6107, -2.4078, -2.9083], [-0.9305, -3.9192, -4.1007], [-2.7791, -5.0238, -2.8741], [-3.0593, -4.6120, -0.4490], [-1.5177, -3.1115, 0.7358], [4.5687, -3.2431, -1.6655], [6.5225, -1.9215, -2.4243], [6.3769, 0.5886, -2.3812], [4.2611, 1.6191, -1.5973], [-2.8000, 6.6257, 2.4302], [-1.9282, 5.2350, 1.8305], [-1.4777, 4.2736, 2.7138], [-0.8033, 3.1693, 2.2250], [-0.2130, 2.0127, 3.3741], [-0.5591, 2.9521, 0.8475], [0.0083, 1.8793, 0.4118], [-1.0057, 4.0004, 0.0086], [-0.6603, 3.8949, -1.6849], [-1.6829, 5.1122, 0.4751], [-1.6421, 4.3741, 3.7770], [-2.0042, 5.8757, -0.2191], [-4.1165, 2.1787, 1.1058], [-3.5262, 1.5845, -0.0615], [-3.7713, 2.1279, -1.3847], [-2.9136, 1.2295, -2.2865], [-2.4630, 0.1769, -1.3768], [-2.7674, 0.4715, -0.0868], [-2.3044, -0.4220, 1.2530], [-3.8256, 3.2303, 1.1742], [-3.7556, 1.6468, 1.9831], [-5.2093, 2.1159, 1.0637], [-3.4680, 3.1775, -1.4260], [-4.8385, 2.0704, -1.6262], [-2.0509, 1.7511, -2.6995], [-3.4906, 0.8035, -3.1078], [-1.5323, -0.1823, -1.5790], [2.4717, 2.8408, -0.6409], [3.0174, 2.6239, 0.4886], [3.7264, 3.4398, 1.0267], [2.7667, 1.4927, 0.9976], [0.6961, 0.4668, -2.8977]],
  "nbo_charge": [0.99, -0.89, 1.14, -0.40, -0.10, -0.23, -0.20, -0.23, -0.19, -0.39, -0.18, -0.23, -0.22, -0.17, -0.19, 0.43, -0.29, -0.14, -0.31, 0.10, -0.50, 0.40, 0.24, 0.21, 0.21, 0.20, 0.21, 0.25, 0.21, 0.20, 0.20, 0.24, 0.21, 0.21, 0.22, 0.22, -0.04, -0.06, -0.26, -0.09, 0.01, 0.38, -0.80, -0.11, 0.04, -0.26, 0.23, 0.23, -0.41, -0.42, -0.22, -0.24, -0.62, 0.34, -0.31, 0.21, 0.25, 0.18, 0.21, 0.18, 0.24, 0.19, 0.45, -0.52, 0.72, -0.40, -0.51, -0.80]
}



2.
{
  "formula": "C5H8O",
  "method": "ωB97M-V/def2-TZVPD",
  "charge": 0,
  "spin_multiplicity": 1,
  "homo_energy_ha": -0.367,
  "total_energy_ev": -7359.66268,
  "smiles": "C#C[C@H](C)OC",
  "elements": ["C", "O", "C", "C", "C", "C", "H", "H", "H", "H", "H", "H", "H", "H"],
  "coordinates": [[-2.0162, 0.1400, 0.2256], [-0.8065, 0.8339, 0.4223], [0.2819, 0.3807, -0.3602], [1.5590, 1.0247, 0.1665], [0.5094, -1.0618, -0.2920], [0.7472, -2.2339, -0.1861], [-2.3259, 0.1627, -0.8244], [-2.7943, 0.6107, 0.8337], [-1.9192, -0.9037, 0.5313], [0.1229, 0.7088, -1.4002], [2.4073, 0.8333, -0.5010], [1.3561, 2.0883, 0.2192], [1.8328, 0.6506, 1.1588], [1.0455, -3.2343, 0.0066]],
  "nbo_charge": [-0.25, -0.53, 0.02, -0.60, -0.03, -0.24, 0.16, 0.20, 0.18, 0.19, 0.22, 0.22, 0.22, 0.24]
}



The max |F| results, record by record, are as follows: 0.27, 0.82 eV Å⁻¹.
The energy relative to the best compared isomer or geometry (same formula, charge and spin) results, record by record, are as follows: 33.1, 250.1 kJ/mol.